1.
DFT (ωB97M-V/def2-TZVPD) results for a molecular structure, C19H35AuN8O3PS.

XYZ file:
```
68
Properties=species:S:1:pos:R:3:forces:R:3
Au 0.1503 -0.5167 0.7612 0.3 0.1 0.2
C -2.1458 0.9373 -2.1870 0.0 0.1 0.0
N -1.6041 -0.3725 -1.7764 -0.2 0.0 0.0
C -0.7604 -0.8081 -2.9031 0.0 0.1 0.0
N -1.5803 -0.8666 -4.1141 0.0 -0.1 0.0
C -2.0513 0.4354 -4.5665 0.1 0.1 -0.2
N -2.8993 0.8050 -3.4306 0.1 -0.4 0.0
C -4.0271 -0.1272 -3.2553 0.2 0.3 -0.2
N -3.5081 -1.4414 -2.8906 -0.1 -0.2 0.0
C -2.7350 -1.3352 -1.6628 0.0 0.0 0.0
C -2.6451 -1.8737 -3.9894 0.1 0.2 0.1
H -1.3303 1.6484 -2.3235 0.0 0.0 0.0
H -2.8218 1.3174 -1.4205 -0.1 0.0 -0.1
H -0.3556 -1.7974 -2.6961 0.0 0.0 0.0
H 0.0585 -0.1047 -3.0548 0.0 0.0 0.0
H -2.6295 0.3487 -5.4829 0.0 0.0 0.0
H -1.2248 1.1302 -4.6976 0.0 0.0 0.0
H -4.5942 -0.1871 -4.1830 0.1 0.0 -0.1
H -4.6805 0.2437 -2.4602 0.3 0.0 -0.2
H -2.3327 -2.3126 -1.3962 0.0 0.0 0.0
H -3.4083 -1.0032 -0.8712 0.0 0.0 0.0
H -3.2033 -1.9375 -4.9214 0.0 0.0 0.0
H -2.1920 -2.8378 -3.7619 0.0 0.0 0.0
S 1.0068 1.8603 0.5321 0.1 -0.1 -0.2
C 1.3220 2.5531 2.0902 -0.1 -0.1 0.0
N 0.8430 3.7246 2.4527 0.1 0.1 -0.1
C 1.3348 4.1449 3.7752 0.0 0.0 0.0
C 2.3073 3.0017 4.1407 0.0 0.0 0.0
N 2.0853 2.0354 3.0449 0.0 0.0 0.0
H 0.2658 4.2940 1.8536 -0.1 0.0 0.0
H 0.4994 4.2157 4.4697 0.0 0.0 0.0
H 1.8233 5.1143 3.7137 0.0 0.0 0.0
H 2.0788 2.5512 5.1030 0.0 0.0 0.0
H 3.3466 3.3265 4.1404 0.0 0.0 0.0
H 2.7087 1.2668 2.8640 0.0 0.0 0.0
C 3.9151 -0.9981 -1.3590 0.0 0.0 0.0
P 2.8200 -2.1211 -0.5049 0.1 0.0 0.0
C 2.8359 -3.6808 -1.3697 0.0 0.0 0.0
C 3.4645 -2.3745 1.1434 0.0 0.0 0.0
O 1.3775 -1.5716 -0.4828 -0.1 0.1 -0.1
H 4.9225 -1.4164 -1.3872 0.0 0.0 0.0
H 3.9451 -0.0356 -0.8480 0.0 0.0 0.0
H 3.5724 -0.8533 -2.3836 0.0 0.0 0.0
H 3.8523 -4.0778 -1.3828 0.0 0.0 0.0
H 2.5105 -3.5334 -2.3997 0.0 0.0 0.0
H 2.1799 -4.3979 -0.8772 0.0 0.0 0.0
H 4.4644 -2.8072 1.0858 0.0 0.0 0.0
H 2.8193 -3.0517 1.7035 0.0 0.0 0.0
H 3.5329 -1.4177 1.6620 0.0 0.0 0.0
O -6.0406 0.0412 -1.3589 -0.6 0.1 0.4
C -6.4356 0.6848 -0.1534 0.0 0.1 0.3
N -5.3781 0.4111 0.7907 -0.1 -0.1 -0.3
C -4.7748 1.3676 1.5339 0.3 0.2 0.1
O -5.0741 2.5374 1.5706 -0.1 -0.1 0.0
C -3.5447 0.8988 2.2759 -0.1 0.0 0.1
C -3.3766 1.0180 3.6511 0.1 0.1 0.0
C -2.1493 0.6724 4.2023 0.0 0.0 -0.1
C -1.1214 0.2536 3.3734 -0.2 0.0 0.1
N -1.2942 0.1588 2.0457 0.2 -0.2 0.2
C -2.4823 0.4656 1.5201 -0.1 0.1 -0.2
H -6.8092 -0.0339 -1.9382 -0.1 -0.1 0.1
H -7.3865 0.2942 0.2136 0.0 -0.1 -0.1
H -6.5062 1.7675 -0.2634 0.0 0.0 0.0
H -5.0888 -0.5507 0.8737 -0.1 0.0 0.2
H -4.1849 1.3895 4.2683 0.0 0.0 0.0
H -1.9804 0.7283 5.2685 0.0 0.0 0.0
H -0.1514 -0.0189 3.7641 0.0 0.0 0.0
H -2.5610 0.3941 0.4449 0.0 0.0 0.1
```
Positions in Å, forces in eV/Å.

Strongest force on any atom = 0.7 eV/Å
Spin multiplicity = 3
⟨S²⟩ = 2.0146
Net charge = +3
Frontier orbital gap (spin up / spin down) = 9.33 / 6.35 eV
Energy above the lowest of the compared OMol25 structures with the same formula, charge and spin = 0.8006 eV


2.
DFT (ωB97M-V/def2-TZVPD) results for 2 unconnected molecules or ions with the total composition CH3BrF2Si in a non-equilibrium geometry.

XYZ file:
```
8
Properties=species:S:1:pos:R:3:forces:R:3
C -1.2926 0.0349 0.6630 0.0 0.2 0.0
F -0.9123 -0.9564 1.5062 0.3 -0.3 0.3
F -2.4170 -0.4134 0.0358 -0.4 0.0 -0.4
Si 0.0287 0.3354 -0.7057 3.2 0.5 1.9
Br -0.3554 2.3307 -1.5241 -0.1 0.1 -0.1
H -1.5919 0.8954 1.2716 0.2 0.1 -0.1
H 1.8952 0.3809 0.0950 -3.2 -0.2 -1.3
H -0.0731 -0.6790 -1.7290 0.0 -0.3 -0.3
```
Positions in Å, forces in eV/Å.

Strongest force on any atom = 3.7 eV/Å
Net charge = 0
Frontier orbital gap = 10.80 eV
Energy above the lowest of the compared OMol25 structures with the same formula, charge and spin = 0.7817 eV


Q: energy above the lowest of the compared OMol25 structures with the same formula, charge and spin of number 1 (C19H35AuN8O3PS)?
A: 0.8006 eV